1.
The following is a DFT calculation (ωB97M-V/def2-TZVPD) of C45H30F5N2P2PdS as an isolated structure.

Geometry as XYZ:
```
86
Properties=species:S:1:pos:R:3
Pd 0.1794 0.1677 -0.4562
C 1.4351 1.6016 2.1689
P 0.3213 0.1166 2.1524
C 1.2936 -1.1745 3.0273
C 1.3045 -1.3740 4.4068
C 2.0622 -2.3911 4.9705
C 2.8224 -3.2242 4.1607
C 2.8070 -3.0445 2.7852
C 2.0395 -2.0358 2.2209
C -0.9774 0.4964 3.3956
C -0.7993 1.2842 4.5323
C -1.8395 1.4888 5.4266
C -3.0765 0.8977 5.2027
C -3.2688 0.1116 4.0767
C -2.2283 -0.0775 3.1786
C 0.8465 2.5828 1.1993
C 0.4302 3.8963 1.3269
C -0.2054 4.2448 0.1026
C -0.1390 3.1260 -0.7043
C -0.8377 2.7136 -1.9669
P -1.7597 1.2173 -1.3896
C -2.5275 0.4196 -2.8266
C -2.1987 0.7679 -4.1336
C -2.6887 0.0288 -5.2025
C -3.5052 -1.0680 -4.9731
C -3.8391 -1.4224 -3.6717
C -3.3512 -0.6852 -2.6056
C -3.1386 1.9976 -0.5002
C -2.8667 2.5126 0.7623
C -3.8393 3.2176 1.4563
C -5.0927 3.4057 0.8943
C -5.3703 2.8976 -0.3688
C -4.3952 2.2034 -1.0683
N 0.5141 2.1297 -0.0396
H 2.3956 1.2340 1.7957
H 1.5841 2.0338 3.1583
H 0.7105 -0.7419 5.0534
H 2.0541 -2.5348 6.0443
H 3.4173 -4.0154 4.6004
H 3.3822 -3.6987 2.1418
H 2.0149 -1.9128 1.1439
H 0.1594 1.7525 4.7220
H -1.6841 2.1075 6.3022
H -3.8886 1.0558 5.9018
H -4.2343 -0.3395 3.8846
H -2.3814 -0.6757 2.2865
H 0.5773 4.5306 2.1883
H -0.6626 5.1894 -0.1505
H -0.1210 2.3761 -2.7204
H -1.4825 3.4890 -2.3816
H -1.5424 1.6065 -4.3243
H -2.4126 0.3001 -6.2137
H -3.8720 -1.6549 -5.8061
H -4.4599 -2.2901 -3.4869
H -3.5809 -0.9889 -1.5907
H -1.8839 2.3822 1.1951
H -3.6111 3.6132 2.4380
H -5.8546 3.9528 1.4365
H -6.3469 3.0472 -0.8129
H -4.6138 1.8129 -2.0549
F -0.6925 -3.4628 -6.6935
C -0.6125 -3.1195 -5.3994
C -1.0835 -3.9674 -4.4129
F -1.6240 -5.1465 -4.7524
C -1.0072 -3.5895 -3.0882
F -1.4993 -4.4489 -2.1836
C -0.4680 -2.3702 -2.6627
S -0.4829 -2.0311 -0.9497
C -0.0065 -1.5445 -3.6886
F 0.5095 -0.3375 -3.4379
C -0.0761 -1.9056 -5.0237
F 0.3592 -1.0588 -5.9676
N 9.8780 -2.1965 0.1153
C 8.7786 -1.8767 -0.0025
C 7.4094 -1.4769 -0.1502
C 6.8001 -1.5185 -1.4051
C 5.4770 -1.1514 -1.5429
C 4.7245 -0.7345 -0.4354
C 5.3550 -0.6902 0.8171
C 6.6773 -1.0583 0.9612
C 3.3479 -0.3962 -0.5620
C 2.1585 -0.1542 -0.6593
H 7.3715 -1.8407 -2.2657
H 4.9987 -1.1835 -2.5123
H 4.7812 -0.3736 1.6782
H 7.1519 -1.0260 1.9331
```

Calculated values
charge: -1
E_tot: -96613.569 eV
multiplicity: 1
HOMO level: -4.831 eV
F_max: 1.1 eV Å⁻¹
LUMO level: 2.404 eV
Kohn-Sham gap: 7.23 eV
energy relative to the best compared isomer or geometry (same formula, charge and spin): 67.2 kJ/mol

Atomic partial charges in e from the Löwdin method, atoms 1 to 5: number 1, Pd, carries 0.409; number 2, C, carries -0.261; number 3, P, carries 1.042; number 4, C, carries -0.335; number 5, C, carries -0.086


2.
The following is a DFT calculation (ωB97M-V/def2-TZVPD) of a 12-piece molecular cluster, H22N3O15 overall.

Geometry as XYZ:
```
40
Properties=species:S:1:pos:R:3
N 34.0231 -2.9237 39.7862
H 34.2216 -2.4874 40.7291
H 33.2331 -3.6204 39.7372
H 34.8223 -3.2222 39.4217
H 33.7577 -2.2857 39.2004
N 36.5795 -5.5749 41.0020
O 35.4513 -5.6773 40.5753
O 37.4909 -5.8482 40.2173
O 36.8174 -5.8658 42.2514
N 36.6651 -0.7226 41.3815
O 37.1616 0.3063 41.9181
O 36.4020 -0.6765 40.2069
O 36.2429 -1.6160 42.1478
O 31.4229 -2.0901 41.0516
H 31.5391 -1.4540 41.7448
H 30.4550 -1.8708 40.6351
O 31.2594 -4.3665 37.6352
H 32.0224 -4.4030 37.0344
H 30.9613 -3.4280 37.7418
O 31.2779 -1.5684 37.9701
H 31.9731 -0.9491 37.5024
H 30.3760 -1.2719 37.7615
O 30.6918 -5.9918 39.8547
H 30.9806 -5.5986 40.5924
H 30.8121 -5.2936 39.2172
O 36.0879 -2.0799 37.4931
H 36.5593 -2.9852 37.6336
H 36.6256 -1.4298 37.9168
O 33.8063 -3.3797 36.7402
H 34.4092 -2.5627 36.8579
H 34.2979 -4.1569 36.4783
O 33.2366 -6.9025 39.2718
H 32.2782 -6.4880 39.5220
H 33.7381 -6.5548 39.9518
O 35.2959 -3.8972 43.6376
H 35.6547 -3.0842 43.0460
H 35.8455 -4.6488 43.5169
O 36.4683 -5.0230 37.8031
H 36.2146 -5.7213 37.2719
H 36.4967 -5.3333 38.6831
```

Calculated values
charge: -1
E_tot: -35533.114 eV
multiplicity: 1
HOMO level: -5.621 eV
F_max: 7.7 eV Å⁻¹
LUMO level: 1.201 eV
Kohn-Sham gap: 6.82 eV
energy relative to the best compared isomer or geometry (same formula, charge and spin): 0.0 kJ/mol

Atomic partial charges in e from the Löwdin method, atoms 1 to 5: number 1, N, carries 0.380; number 2, H, carries 0.167; number 3, H, carries 0.163; number 4, H, carries 0.039; number 5, H, carries 0.023


> E_tot of number 1 (C45H30F5N2P2PdS)?

-96613.569 eV


> Which of these has the lowest F_max?

C45H30F5N2P2PdS


> Number 1 is which compound?

C45H30F5N2P2PdS


> Number 2 is which compound?

H22N3O15